# 1
ORCA calculation (the ωB97M-V functional and the def2-TZVPD basis) on a structure of composition C7H12FN3O.

Geometry as XYZ:
```
24
Properties=species:S:1:pos:R:3:nbo_charge:R:1
F -1.4143 -1.6788 1.2243 -0.471
O -0.0452 2.0637 0.9939 -0.537
N -0.8587 -1.0855 -0.1859 0.256
N 0.5912 -1.2112 -0.0718 -0.434
N -1.1066 0.2153 -0.0813 -0.288
C 3.5908 -0.0889 -0.1689 -0.616
C -0.0654 0.9624 0.5460 0.704
C -2.5577 0.7384 -0.0180 -0.057
C -3.5706 0.3002 -1.0449 -0.427
C 2.2739 0.5495 -0.2257 -0.391
C -3.7521 -0.0908 0.3220 -0.431
C 1.0935 -0.0609 0.6653 -0.186
H -3.3759 -0.4218 -1.8289 0.239
H 4.2695 0.2661 -1.0324 0.220
H -3.5716 -1.0852 0.6883 0.263
H -4.4786 0.2942 1.0041 0.224
H 2.3416 1.6403 0.1128 0.221
H 1.3739 -0.4619 1.6142 0.230
H 1.8343 0.6078 -1.3169 0.214
H 3.6332 -1.2363 -0.2161 0.204
H -2.3877 1.8603 0.1011 0.248
H 0.8945 -2.0673 0.2904 0.390
H 4.0734 0.2159 0.6759 0.208
H -4.1428 1.2395 -1.3436 0.218
```

The energy above the lowest of the compared OMol25 structures with the same formula, charge and spin is 239.0 kJ/mol. The orbital gap is 10.404 eV. Its HOMO energy is -0.352 Ha. For the total energy, the calculation gives -16683.9375 eV. As for the LUMO energy: 0.836 eV.



# 2
ORCA calculation (the ωB97M-V functional and the def2-TZVPD basis) on a structure of composition C17H33BrIrN5O6P2.

Geometry as XYZ:
```
65
Properties=species:S:1:pos:R:3:nbo_charge:R:1
Ir -0.0435 0.7329 -1.2815 1.863
Br -5.4320 -4.4837 -1.8685 0.125
P 2.6141 -0.5205 0.2875 2.537
P 0.3816 0.3641 1.9157 2.530
O 1.7721 -0.4032 1.6858 -1.090
O -1.4527 -0.8429 -1.5273 -0.694
O 0.2610 1.5878 -3.1075 -0.736
O 0.1725 1.2738 0.6915 -1.120
O 1.5958 -0.6334 -0.8269 -1.137
O -2.3104 1.1537 -1.3361 -0.734
N 3.5026 -1.8571 0.3599 -0.808
N 3.5177 0.8170 0.2452 -0.831
N -0.6718 -0.8399 2.1169 -0.818
N 0.3929 1.3080 3.2112 -0.810
N -1.7030 2.3200 -3.9227 -0.721
C -3.8376 -0.6899 -1.4709 -0.157
C 0.6073 2.7597 3.1663 -0.404
C -4.9599 0.1258 -1.3216 -0.162
C 3.8924 1.5853 1.4347 -0.408
C 0.4641 0.7299 4.5609 -0.410
C -2.0740 -0.5053 2.4031 -0.411
C -2.5034 -0.0978 -1.4470 0.774
C 0.2407 2.2696 -5.3866 -0.711
C -0.4338 2.0372 -4.0816 0.733
C 2.9604 -3.1732 0.0078 -0.407
C -6.3564 -1.8212 -1.5041 -0.170
C -0.4626 -2.2144 1.6411 -0.410
C 4.8243 -1.8833 0.9952 -0.405
C -3.9671 -2.0696 -1.6346 -0.202
C -5.2319 -2.6262 -1.6496 -0.088
C -6.2181 -0.4492 -1.3393 -0.199
C 3.7369 1.4827 -1.0445 -0.407
H 3.6269 -3.6466 -0.7123 0.224
H -2.1651 0.5358 2.7071 0.226
H 3.3151 2.5115 1.4950 0.202
H 5.2482 -0.8830 1.0330 0.219
H 5.4862 -2.5088 0.3975 0.226
H -7.0999 0.1654 -1.2240 0.242
H 1.4743 0.8209 4.9620 0.212
H 1.1120 1.6268 -5.4684 0.267
H -2.2428 2.6764 -4.6965 0.433
H -4.8379 1.1913 -1.1848 0.235
H 0.5699 3.3106 -5.4219 0.277
H 3.9189 0.7547 -1.8327 0.228
H -0.4362 2.0958 -6.2208 0.258
H 2.8895 -3.8054 0.8946 0.207
H 0.1785 -0.3192 4.5420 0.225
H 4.7648 -2.2927 2.0048 0.208
H -1.1074 -2.8682 2.2261 0.228
H -0.2250 1.2681 5.2108 0.224
H -7.3400 -2.2708 -1.5198 0.250
H -2.1613 2.1606 -3.0285 0.447
H -2.6926 -0.6708 1.5180 0.204
H 0.5561 3.1221 2.1448 0.229
H 2.8913 2.1205 -1.3170 0.187
H 1.5793 3.0071 3.5958 0.206
H 4.9520 1.8358 1.3845 0.224
H -2.4388 -1.1387 3.2112 0.224
H -3.0912 -2.6915 -1.7540 0.248
H 1.9776 -3.0661 -0.4440 0.225
H 0.5653 -2.5242 1.8053 0.219
H 3.7248 1.0052 2.3388 0.221
H 4.6229 2.1091 -0.9579 0.232
H -0.1706 3.2457 3.7542 0.222
H -0.7226 -2.3138 0.5850 0.210
```

The energy above the lowest of the compared OMol25 structures with the same formula, charge and spin is 0.0 kJ/mol. As for the expectation value of S²: 6.007. The orbital gap (alpha / beta) is 8.658 / 5.389 eV. Its HOMO energy (alpha / beta) is -0.502 / -0.502 Ha. For the total energy, the calculation gives -129348.4491 eV. As for the LUMO energy (alpha / beta): -4.999 / -8.260 eV. The total charge is +2. As for the spin multiplicity: 5.



# 3
ORCA calculation (the ωB97M-V functional and the def2-TZVPD basis) on a cluster of 2 separate species, C4H10OS in total.

Geometry as XYZ:
```
16
Properties=species:S:1:pos:R:3:nbo_charge:R:1
S 1.2916 -0.2593 -2.1545 -0.216
O -2.1288 1.4797 4.1910 -0.761
C -0.0527 -0.3166 -3.3513 -0.892
C -1.6219 1.1366 2.9611 0.043
C 1.5457 -1.9607 -1.6128 -0.825
C -0.4300 0.6285 2.7158 -0.621
H -0.0474 0.7038 -3.7590 0.215
H -1.5403 1.9808 4.7605 0.469
H -1.0320 -0.3687 -2.8718 0.200
H 2.5473 -1.9097 -1.1765 0.215
H 0.1375 -1.0110 -4.1357 0.201
H -2.3560 1.3988 2.2072 0.167
H 1.5851 -2.6698 -2.4366 0.199
H 0.2214 0.5017 3.5681 0.186
H 0.8329 -2.2530 -0.8631 0.200
H -0.0921 0.4529 1.7054 0.220
```

The energy above the lowest of the compared OMol25 structures with the same formula, charge and spin is 97.4 kJ/mol. As for the expectation value of S²: 0.751. The orbital gap (alpha / beta) is 2.041 / 8.881 eV. Its HOMO energy (alpha / beta) is 0.045 / -0.191 Ha. For the total energy, the calculation gives -17190.3136 eV. As for the LUMO energy (alpha / beta): 3.269 / 3.690 eV. The total charge is -1. As for the spin multiplicity: 2.



# 4
ORCA calculation (the ωB97M-V functional and the def2-TZVPD basis) on a cluster of 3 separate species, C3H12N2O3 in total.

Geometry as XYZ:
```
20
Properties=species:S:1:pos:R:3:nbo_charge:R:1
O 0.2853 0.4989 0.3237 -0.741
O -1.2779 2.7145 0.2659 -1.235
O 0.9484 3.3709 -1.1158 -1.034
N -1.4793 0.0747 -1.1749 -0.749
N 1.4415 -2.3311 1.7177 -0.769
C -0.0076 -0.3666 -0.8184 0.097
C 0.0504 -2.1864 0.9775 -0.360
C 0.1689 -1.8023 -0.4714 0.294
H -1.4764 3.5629 0.6746 0.453
H -0.3549 -3.2101 1.2253 0.253
H 1.0207 3.7866 -1.9787 0.471
H 2.2758 -2.1198 1.2891 0.374
H 0.5884 -2.5632 -1.1240 0.211
H -1.7555 0.8812 -0.6031 0.446
H 1.5186 -3.1368 2.2800 0.371
H -0.4480 -1.3719 1.5059 0.261
H -0.1701 1.4716 0.2437 0.563
H 0.6711 -0.0591 -1.6076 0.221
H 0.1505 3.4303 -0.5545 0.522
H -2.1499 -0.6444 -1.0548 0.352
```

The energy above the lowest of the compared OMol25 structures with the same formula, charge and spin is 749.1 kJ/mol. The orbital gap is 4.159 eV. Its HOMO energy is -0.296 Ha. For the total energy, the calculation gives -12421.5858 eV. As for the LUMO energy: -3.902 eV.



# 5
ORCA calculation (the ωB97M-V functional and the def2-TZVPD basis) on a structure of composition C43H47InNO4.

Geometry as XYZ:
```
96
Properties=species:S:1:pos:R:3:mulliken_charge:R:1
In 1.9254 3.8612 -4.1629 0.767
O -6.2496 -6.0404 8.0200 -0.697
O -0.0155 -1.9897 3.5569 -0.700
O -4.3599 -1.3757 6.2376 -0.685
O -2.3493 2.6781 4.6854 -0.695
N -2.0587 6.4217 -6.3766 -0.699
C -0.3028 3.3035 -1.2455 -0.343
C 0.1515 6.3880 -5.1011 -0.396
C 4.3039 -4.1952 -6.7639 -0.458
C -0.6078 5.9357 -6.4967 -0.291
C -1.9692 0.9977 3.0900 0.238
C -2.1905 -0.0859 0.5236 -0.350
C 0.2546 -0.5455 7.4825 -0.575
C 4.5028 -2.7411 -7.4987 -0.474
C -2.7514 -3.6310 5.8592 -0.521
C 6.1454 -0.7377 -6.5262 -0.502
C 3.4561 -5.2991 -7.6360 -0.964
C -0.5740 -0.9327 3.8233 0.734
C -0.3208 0.6927 7.7665 -0.471
C 0.6339 3.6741 -2.2570 -0.213
C -1.4383 -0.7449 1.4971 -0.676
C -1.0936 0.8578 5.4766 0.355
C 0.1698 -1.0764 6.1936 -0.491
C -1.8393 1.5920 4.4354 0.578
C 6.4378 1.8437 -5.5752 -0.592
C -7.8220 -3.7739 8.4701 -0.570
C -3.9954 -3.6806 6.5017 0.005
C 5.8485 0.8579 -6.7629 -0.617
C 5.7207 3.3172 -5.7922 -0.482
C -3.7036 -6.0541 6.8680 -0.660
C -0.9949 1.3955 6.7668 -0.720
C -2.4566 -5.9992 6.2431 -0.557
C -1.3370 -0.2075 2.7869 0.197
C -0.5014 -0.3705 5.1866 0.222
C -6.8037 -1.3256 7.5961 -0.477
C -2.8431 1.1070 0.8339 -0.680
C -1.9855 -4.7906 5.7309 -0.403
C 4.7874 -1.6397 -6.2880 -0.566
C -2.7288 1.6531 2.1133 -0.470
C -6.5789 -3.7231 7.8254 0.198
C -4.7808 -2.4411 6.6711 0.499
C -5.8027 -4.9648 7.6385 0.608
C 5.2245 4.0383 -4.4043 -0.472
C -6.0758 -2.5025 7.3776 0.142
C -4.4772 -4.8937 6.9920 0.482
C -8.0358 -1.3766 8.2517 -0.498
C 4.0307 3.2046 -3.6484 -0.733
C -8.5475 -2.6006 8.6815 -0.436
C 1.7596 5.9305 -5.0680 -0.914
H 5.3717 -4.6328 -6.5580 0.232
H -2.0961 7.3978 -6.0019 0.265
H 4.9690 5.1608 -4.6201 0.225
H 4.6850 0.9920 -6.8308 0.300
H 4.7392 3.1369 -6.4427 0.164
H 4.1357 2.0735 -4.0150 0.029
H 3.6825 -3.9933 -5.7741 0.280
H 3.5024 -2.3720 -8.0239 0.253
H 4.2339 3.1735 -2.4875 0.303
H -0.9363 -1.6785 1.2492 0.467
H -6.4128 -0.3662 7.2609 0.472
H -0.4582 5.9208 -4.1972 0.195
H -3.4397 1.6140 0.0788 0.451
H -2.5415 5.8377 -5.6306 0.255
H 1.2829 2.6879 -5.4091 -0.342
H 2.2947 -5.0991 -7.6532 0.273
H 7.6153 1.9675 -5.6944 0.280
H -1.8541 -6.9004 6.1544 0.381
H -9.5106 -2.6415 9.1858 0.388
H 3.8513 -5.4664 -8.7249 0.263
H -3.2368 2.5873 2.3468 0.441
H -8.5969 -0.4608 8.4250 0.391
H 6.3270 1.1627 -7.7869 0.210
H 0.6245 -2.0423 5.9794 0.458
H -0.2486 1.1099 8.7686 0.396
H -1.4458 2.3593 6.9972 0.461
H -8.2256 -4.7253 8.8128 0.445
H 2.4179 6.7548 -4.5582 0.272
H 5.3395 -2.7347 -8.3339 0.309
H 2.0716 5.8440 -6.2150 0.207
H 6.8021 -1.2183 -7.3694 0.344
H 0.7718 -1.0977 8.2642 0.401
H 4.9358 -2.2591 -5.2804 0.281
H 3.8706 -0.9228 -6.1584 0.263
H -4.0672 -7.0022 7.2608 0.450
H -1.0178 -4.7496 5.2358 0.506
H -0.1178 6.3926 -7.4642 0.252
H 6.4782 4.0291 -6.3518 0.323
H 0.0360 7.5670 -5.0207 0.226
H -2.2720 -0.5068 -0.4761 0.405
H 3.5875 -6.3394 -7.0677 0.275
H 6.1739 4.0531 -3.6817 0.244
H -1.0928 2.6999 -0.5845 -0.042
H -0.6711 4.7738 -6.6466 0.199
H -2.3748 -2.6901 5.4619 0.527
H 6.7731 -0.8207 -5.5196 0.280
H 6.2823 1.4135 -4.4827 0.364
```

The energy above the lowest of the compared OMol25 structures with the same formula, charge and spin is 561.7 kJ/mol. The orbital gap is 4.853 eV. Its HOMO energy is -0.179 Ha. For the total energy, the calculation gives -60199.1075 eV. As for the LUMO energy: -0.030 eV. The total charge is -1.



# 6
ORCA calculation (the ωB97M-V functional and the def2-TZVPD basis) on a cluster of 2 separate species, C2H5N7O3 in total.

Geometry as XYZ:
```
17
Properties=species:S:1:pos:R:3:nbo_charge:R:1
O -0.8910 -2.5242 -0.3786 -0.423
O -1.1915 -2.0585 -2.4876 -0.470
O -0.9354 2.4981 0.5670 -0.090
N 0.0504 -0.7838 -1.2755 -0.278
N 0.9337 -0.5434 -0.2400 -0.452
N 1.5888 -0.2494 1.9436 -0.800
N 0.1565 2.0556 -2.6393 -0.253
N -0.7281 -0.3752 1.4347 -0.823
N -0.3790 2.9886 -0.4368 0.030
N -0.7058 -1.8433 -1.3627 0.606
C 0.6079 -0.4641 1.0244 0.609
C -0.2950 2.3305 -1.5893 0.307
H -1.1228 0.0437 2.3065 0.410
H 1.4649 -0.0948 3.0207 0.408
H 0.2367 -0.4534 -2.2264 0.429
H -1.2925 -0.2690 0.6337 0.389
H 2.5024 -0.2573 1.7056 0.401
```

As for the expectation value of S²: 2.022. The orbital gap (alpha / beta) is 8.869 / 5.672 eV. Its HOMO energy (alpha / beta) is -0.322 / -0.322 Ha. For the total energy, the calculation gives -18719.2292 eV. As for the LUMO energy (alpha / beta): 0.102 / -3.094 eV. As for the spin multiplicity: 3.